Entry from the OMol25 dataset: a structure of composition C44H51BrOPSeSn (ωB97M-V/def2-TZVPD).

```
! RIJCOSX wB97M-V def2-TZVPD def2/J DEFGRID3
* xyz 1 1
Sn 0.60655 -0.85370 -2.36549
C -0.26312 3.85438 2.47270
C 0.47682 4.78320 1.54575
C 0.66387 6.10986 1.92873
C 1.30880 7.01663 1.10529
C 1.78639 6.60792 -0.13185
C 1.60818 5.29421 -0.52917
C 0.95666 4.37479 0.29457
P 0.69642 2.63992 -0.23609
C 1.96660 2.44309 -1.54211
C 1.65774 2.23387 -2.88662
C 2.65022 1.98290 -3.82751
C 3.97573 1.95148 -3.43084
C 4.29598 2.16318 -2.09656
C 3.31695 2.40081 -1.13739
C 3.72327 2.60837 0.29608
C -0.88032 2.79461 -1.16884
C -1.06282 3.75388 -2.16495
C -2.27082 3.88140 -2.82867
C -3.33093 3.05289 -2.48771
C -3.17552 2.11471 -1.48176
C -1.95946 1.97321 -0.81284
C -1.88898 1.00615 0.33684
H -0.16647 4.18491 3.50585
H 0.11108 2.83186 2.40630
H -1.33053 3.83982 2.23332
H 0.29902 6.43147 2.89695
H 1.44396 8.03963 1.43089
H 2.29778 7.30627 -0.78105
H 1.99929 4.97437 -1.48813
H 0.62763 2.28185 -3.21616
H 2.38276 1.82899 -4.86517
H 4.75994 1.76628 -4.15289
H 5.33360 2.13525 -1.78530
H 4.73278 2.23708 0.46708
H 3.04671 2.09251 0.98258
H 3.70151 3.66729 0.56088
H -0.24683 4.42156 -2.41398
H -2.38962 4.63256 -3.59821
H -4.28341 3.15041 -2.99169
H -4.01526 1.49270 -1.19375
H -2.85853 0.55054 0.52712
H -1.54826 1.49855 1.24516
C 3.88086 -5.85490 2.89368
C 4.61499 -5.27908 1.67474
C 5.70515 -4.32987 2.17076
C 5.28087 -6.41903 0.89201
C 3.60830 -4.56787 0.77357
C 3.69596 -3.22158 0.46111
C 2.73035 -2.66951 -0.35739
Br 2.93733 -0.81124 -0.79798
C 1.64849 -3.36218 -0.90609
O 0.74264 -2.73380 -1.67439
C 1.56077 -4.73716 -0.60630
C 2.54404 -5.27453 0.21892
C 0.47624 -5.70725 -1.10922
C -0.23490 -6.31846 0.10825
C -0.60132 -5.08618 -2.00361
C 1.15319 -6.82519 -1.91847
H 4.58702 -6.37060 3.54689
H 3.11331 -6.57264 2.60079
H 3.40058 -5.06084 3.46877
H 6.40037 -4.87764 2.80772
H 5.29027 -3.51171 2.76347
H 6.27997 -3.90721 1.34408
H 6.00299 -6.93623 1.52632
H 5.80792 -6.03412 0.01723
H 4.55169 -7.15482 0.55034
H 4.49814 -2.60317 0.83613
H 2.47269 -6.32922 0.44911
H -0.72515 -5.54064 0.69438
H 0.45186 -6.85634 0.76204
H -0.99857 -7.02438 -0.22604
H -1.15803 -4.30545 -1.48725
H -1.30357 -5.87522 -2.28246
H -0.18151 -4.67096 -2.91919
H 1.87927 -7.38524 -1.32923
H 1.66961 -6.41424 -2.78791
H 0.39877 -7.53006 -2.27305
C -4.78995 -5.16149 0.31906
C -3.78487 -4.04690 0.26105
C -2.86474 -3.85292 1.28021
C -1.92105 -2.83092 1.24180
C -0.93533 -2.70257 2.37328
C -1.92097 -1.97978 0.13214
Se -0.65014 -0.52668 0.16594
C -2.80931 -2.16959 -0.93223
C -2.75824 -1.37579 -2.20995
C -3.73873 -3.19566 -0.83686
H -4.74077 -5.69171 1.26830
H -4.61068 -5.88109 -0.48174
H -5.80339 -4.77898 0.19263
H -2.87550 -4.51740 2.13659
H -1.13326 -3.45903 3.13030
H -0.98879 -1.72325 2.85051
H 0.09036 -2.83859 2.02048
H -2.44857 -0.34167 -2.06923
H -3.73226 -1.36348 -2.69776
H -2.07285 -1.85964 -2.91669
H -4.43578 -3.34590 -1.65423
*
```

Calculated values
Relative energy (zero: lowest compared OMol25 entry of this formula, charge and spin)   0.0 kJ/mol
Orbital gap   7.70 eV

Entry from the OMol25 dataset: a structure of composition C20H26MgN3O6P in a non-equilibrium geometry (ωB97M-V/def2-TZVPD).

```
! RIJCOSX wB97M-V def2-TZVPD def2/J DEFGRID3
* xyz 0 1
C -2.49972 0.32728 -4.30860
C -2.18468 -0.86576 -3.66176
C -1.33752 -0.90797 -2.51939
C -0.89302 0.29826 -1.98156
C -1.11734 1.47803 -2.70190
C -1.95873 1.52279 -3.82908
C -1.11840 -2.27754 -1.91792
C 0.17740 -3.16307 -2.06721
N 1.52367 -2.71440 -2.34123
Mg -0.47770 1.01117 0.05205
C -0.43311 2.76453 -2.27724
P 1.18092 2.29364 -1.46364
H -2.60925 -1.80459 -4.02073
H -2.15166 2.48087 -4.30606
H -3.15910 0.32407 -5.16491
H -1.04751 3.31675 -1.53891
H -0.23090 3.42516 -3.13422
H -1.40273 -2.22000 -0.85493
H -1.90138 -2.88963 -2.39980
H 0.25535 -3.68696 -1.10069
C 1.71972 3.85170 -0.69628
C 2.22707 2.15829 -2.96586
H -0.06048 -3.92937 -2.83631
C 1.81122 -1.76011 -3.39807
C 2.45914 -2.71779 -1.21313
H 1.37973 2.02334 2.09374
H 2.25920 -2.25695 -4.28505
H 0.91009 -1.21623 -3.73558
H 2.56210 -1.02159 -3.04643
H 3.18631 -3.54366 -1.29193
H 3.02632 -1.77828 -1.17634
H 1.89862 -2.84874 -0.28696
H 2.36061 3.11443 -3.47730
H 3.20958 1.77993 -2.67172
H 1.79695 1.44668 -3.67517
H 1.85632 4.67129 -1.41724
H 0.99977 4.14741 0.08205
H 2.67673 3.63696 -0.19915
H 2.06870 2.20945 1.95554
O 0.61641 -0.40102 1.25563
C -0.53294 -0.52662 1.79670
O -1.60274 -0.33641 1.08696
C -0.70540 -0.67894 3.29515
C -1.84751 -0.01949 3.75333
C -2.05208 0.22272 5.12643
C -1.16822 -0.28102 6.08176
C -0.04990 -0.99035 5.62336
C 0.21291 -1.15832 4.24327
N 0.85577 -1.53272 6.60618
O 0.58453 -1.37813 7.81736
O 1.87265 -2.14074 6.21191
N -3.15593 1.07812 5.49085
O -3.84215 1.55149 4.55418
O -3.37430 1.31419 6.69629
H -2.55893 0.36700 3.03567
H -1.34904 -0.11172 7.14462
H 1.13459 -1.65742 3.95930
*
```

Calculated values
Relative energy (zero: lowest compared OMol25 entry of this formula, charge and spin)   255.0 kJ/mol
Orbital gap   5.71 eV

Entry from the OMol25 dataset: the molecule C24H28ClN3O3 (ωB97M-V/def2-TZVPD).

```
! RIJCOSX wB97M-V def2-TZVPD def2/J DEFGRID3
* xyz 0 1
C 6.45155 -6.20619 -2.14278
O 5.78931 -5.43076 -1.17603
C 4.93772 -4.45111 -1.60475
C 4.65069 -4.15827 -2.93231
C 3.77092 -3.14013 -3.24739
C 3.13135 -2.38613 -2.26233
N 2.29488 -1.33214 -2.63809
C 1.80965 -0.40158 -1.64812
C 0.50033 -0.88292 -0.99329
N -0.48604 -1.09499 -2.02800
C -1.63699 -0.41717 -2.25071
O -2.33574 -0.66124 -3.21707
C -2.05394 0.61642 -1.20591
C -2.71020 -0.09866 -0.01908
C -2.95776 0.91153 1.11091
N -3.25367 2.21581 0.55963
C -2.72019 3.37825 0.99626
O -2.85912 4.43287 0.40523
C -1.95475 3.31458 2.28641
C -0.62171 3.70723 2.30376
C 0.08403 3.71493 3.49409
C -0.53382 3.34897 4.67748
C -1.86958 2.97898 4.65557
Cl -2.65513 2.53067 6.12985
C -2.58649 2.95677 3.47131
C -3.96208 2.18477 -0.70427
C -3.06364 1.60517 -1.80522
C -0.02563 -2.04931 -3.02020
C 1.28464 -1.55735 -3.65244
C 3.43499 -2.68735 -0.93133
C 4.32155 -3.69401 -0.61220
H 7.09089 -5.59080 -2.78468
H 7.07143 -6.90686 -1.58538
H 5.74482 -6.76603 -2.76475
H 5.11388 -4.70724 -3.73704
H 3.59799 -2.91952 -4.28947
H 2.57797 -0.22250 -0.89662
H 1.60821 0.54583 -2.16266
H 0.16331 -0.16043 -0.25412
H 0.67507 -1.84102 -0.48851
H -1.18117 1.17391 -0.85565
H -3.64862 -0.53752 -0.36003
H -2.08245 -0.90966 0.35238
H -2.06958 0.98814 1.74305
H -3.79216 0.56951 1.73690
H -0.14799 4.00898 1.38192
H 1.12134 4.01349 3.50468
H 0.00874 3.35696 5.60956
H -3.62832 2.67631 3.47279
H -4.25603 3.20687 -0.94430
H -4.86203 1.57795 -0.57264
H -3.66864 1.08511 -2.54898
H -2.52514 2.40751 -2.30997
H -0.80621 -2.15008 -3.77473
H 0.14339 -3.01665 -2.53310
H 1.62936 -2.29037 -4.37811
H 1.09963 -0.61026 -4.17046
H 2.98253 -2.13949 -0.11981
H 4.54773 -3.91738 0.41857
*
```

Calculated values
Relative energy (zero: lowest compared OMol25 entry of this formula, charge and spin)   115.4 kJ/mol
Orbital gap   7.90 eV